Entry from the OMol25 dataset: 4 unconnected molecules or ions with the total composition C44H64F4O10 (ωB97M-V/def2-TZVPD).

The geometry in XYZ format:
```
122
C44H64F4O10 (ωB97M-V/def2-TZVPD)
C -4.98946 -1.78966 4.19994
C -3.72132 -1.94082 4.55594
C -2.65254 -0.91864 4.28120
C -1.33573 -1.41445 3.60593
C -0.76321 -2.59000 4.43694
C -0.41666 -2.31038 5.88995
C -1.35562 -2.24594 6.91718
C -0.97047 -2.03189 8.23412
C 0.36374 -1.88245 8.55778
C 1.31402 -1.96292 7.54907
C 0.92248 -2.17789 6.23818
C -0.42839 -0.19529 3.68597
O 0.56147 0.01028 4.31424
O -0.96355 0.71697 2.82727
C -1.31890 0.01589 1.58978
C -2.60921 0.68962 1.12631
C -2.53235 2.21631 1.05265
C -3.81979 2.78032 0.45725
O -4.98009 2.46041 1.20687
C -0.19232 0.42249 0.61271
C -0.56170 0.45497 -0.88241
C 0.65381 0.47366 -1.82407
C 1.18564 1.84417 -2.17634
C 1.36544 2.84690 -1.22401
C 1.88100 4.08492 -1.57999
C 2.23227 4.34467 -2.89791
C 2.05491 3.36309 -3.86115
C 1.53325 2.12808 -3.49258
C -1.46443 -1.55570 2.02545
C -2.84685 -2.04932 1.54956
C -3.18651 -3.53599 1.72750
C -4.67586 -3.81537 1.48422
O -5.27939 -2.73150 0.79830
C -6.61393 -3.00427 0.46049
C -0.32195 -2.47169 1.50906
F 0.89323 -2.04061 1.99044
F -0.49745 -3.72727 2.01044
C -0.08568 -2.67591 -0.00675
F -1.25126 -2.87666 -0.66897
F 0.66869 -3.79874 -0.16134
H -5.70909 -2.57444 4.39488
H -5.36420 -0.90109 3.70632
H -3.46216 -2.82898 5.12019
H -2.34728 -0.43457 5.21309
H -3.11982 -0.13361 3.69011
H 0.16227 -2.92753 3.98787
H -1.42890 -3.45127 4.38652
H -2.40902 -2.37213 6.71615
H -1.72685 -1.98866 9.00571
H 0.66316 -1.72354 9.58411
H 2.36460 -1.85036 7.78051
H 1.67810 -2.23039 5.46615
H -2.95975 0.28695 0.17632
H -3.41021 0.46898 1.83029
H -1.72369 2.56113 0.40979
H -2.42628 2.62807 2.05712
H -3.72164 3.86700 0.36091
H -3.95955 2.39269 -0.55282
H -4.78587 2.62104 2.13521
H 0.09424 1.42258 0.92812
H 0.70897 -0.16785 0.73381
H -1.13488 -0.44495 -1.11368
H -1.21749 1.28847 -1.12566
H 1.46958 -0.09992 -1.36840
H 0.40808 -0.03917 -2.75468
H 1.11786 2.67460 -0.18665
H 2.02308 4.83881 -0.81813
H 2.63627 5.31214 -3.16305
H 2.32587 3.52624 -4.89577
H 1.39992 1.36578 -4.25112
H -2.96579 -1.82271 0.49504
H -3.61451 -1.48805 2.05927
H -2.60355 -4.14287 1.04205
H -2.94478 -3.85798 2.73925
H -4.79326 -4.72207 0.87980
H -5.21104 -3.97788 2.42588
H -7.20198 -3.29139 1.34012
H -7.04984 -2.10751 0.02806
H -6.68606 -3.81767 -0.27076
H 0.48309 -1.86931 -0.44782
O 3.41103 3.45081 -6.85865
C 4.46178 3.00503 -7.22976
O 4.98548 1.96324 -6.55567
C 6.14534 1.25289 -7.00003
C 7.42943 1.91031 -6.54033
C 5.23282 3.62296 -8.37225
H 6.11916 1.11313 -8.08137
H 6.04696 0.26635 -6.55060
H 7.54741 2.90614 -6.96756
H 8.28812 1.30703 -6.83562
H 7.42964 2.01114 -5.45534
H 5.83487 4.44012 -7.97625
H 4.51455 4.03227 -9.07720
H 5.88135 2.93159 -8.90331
O 3.13757 6.19922 0.80175
C 3.90731 5.65628 1.54517
O 5.18016 5.48733 1.13577
C 6.21144 4.99140 1.99397
C 6.25084 3.47787 2.02402
C 3.46877 5.09348 2.87732
H 6.11955 5.41964 2.99281
H 7.13234 5.38292 1.56519
H 5.33427 3.05897 2.43928
H 7.08946 3.13448 2.63024
H 6.36683 3.08736 1.01324
H 3.07432 4.09074 2.71337
H 2.66840 5.72192 3.25808
H 4.25380 5.04435 3.62685
O -3.04187 -4.43818 -7.75812
C -2.57827 -4.17157 -6.68572
O -3.03957 -4.83254 -5.60293
C -2.43880 -4.71527 -4.30991
C -2.96309 -3.52518 -3.53524
C -1.54972 -3.07707 -6.50829
H -1.35112 -4.70211 -4.39201
H -2.70462 -5.64045 -3.80129
H -2.71853 -2.58452 -4.02999
H -2.53425 -3.50935 -2.53549
H -4.04841 -3.58124 -3.44977
H -2.07363 -2.12769 -6.40215
H -0.94448 -3.03920 -7.40980
H -0.88957 -3.21260 -5.65577
```

The HOMO energy is -8.755 eV. Its SMILES is C=CC[C@]1(Cc2ccccc2)C(=O)O[C@@](CCCO)(CCCc2ccccc2)[C@@]1(CCCOC)C(F)(F)C(F)F.CCOC(C)=O.CCOC(C)=O.CCOC(C)=O. Its HOMO-LUMO gap is 0.338 hartree.